ORCA calculation (ωB97M-V/def2-TZVPD) on C4H2ClN3OS2 as an isolated structure in a non-equilibrium geometry.

Last column: natural (NBO) charge in e.
Cartesian coordinates (Å):
C -0.39 2.87 -0.53  0.530
C 0.71 -1.21 1.10  0.203
C -0.82 -1.26 -0.86  -0.273
C -0.23 -0.38 0.20  -0.267
N -0.96 3.69 -1.10  -0.401
N 1.94 -0.91 1.01  -0.571
N 0.61 0.62 -0.41  -0.307
O 0.22 2.07 0.21  -0.423
S -2.11 -2.18 -0.63  0.149
S 2.22 0.30 -0.08  0.745
Cl 0.11 -2.41 2.11  0.108
H -0.29 -1.25 -1.81  0.218
H -1.02 0.07 0.80  0.290

- Multiplicity: 1
- HOMO energy: -9.50 eV
- Lowest unoccupied orbital energy: -0.049 hartree
- Max |F|: 3.20 eV Å⁻¹
- Energy relative to the best compared isomer or geometry (same formula, charge and spin): 34.1 kcal per mole
- Net charge: 0
- M: 207.7 g mol⁻¹

ORCA calculation (ωB97M-V/def2-TZVPD) on C22H24CoF3N5O2S5 as an isolated structure in a non-equilibrium geometry.

Last column: natural (NBO) charge in e.
Cartesian coordinates (Å):
Co -0.90 0.78 0.69  0.797
N 4.68 -4.10 -2.83  -0.778
C 4.17 -3.10 -2.05  0.215
C 3.62 -3.38 -0.79  -0.279
C 3.09 -2.37 -0.02  -0.179
C 3.11 -1.06 -0.48  -0.367
C 3.68 -0.76 -1.72  -0.145
C 4.20 -1.77 -2.49  -0.276
S 2.47 0.22 0.53  2.331
O 3.30 1.38 0.41  -0.918
O 2.19 -0.33 1.83  -0.976
N 0.97 0.59 -0.04  -0.935
C 0.70 1.35 -1.14  0.572
N 1.53 1.69 -2.11  -0.473
C 1.04 2.51 -3.03  0.138
C -0.27 2.99 -3.01  -0.336
C -1.08 2.53 -1.99  0.121
N -0.60 1.70 -1.08  -0.519
H 4.83 -5.01 -2.43  0.396
H 5.22 -3.87 -3.64  0.397
H 3.63 -4.40 -0.42  0.218
H 2.69 -2.58 0.97  0.238
H 3.71 0.27 -2.04  0.252
H 4.65 -1.54 -3.45  0.221
H 1.72 2.79 -3.83  0.215
H -0.65 3.66 -3.77  0.249
H -2.12 2.81 -1.91  0.234
C -3.15 2.83 2.40  -0.573
C -1.83 3.58 2.40  -0.540
S -0.45 2.85 1.45  0.422
C 0.70 2.34 2.75  -0.548
C 0.05 1.35 3.69  -0.554
S -0.58 -0.05 2.71  0.455
C -2.10 -0.57 3.55  -0.542
C -3.41 0.15 3.26  -0.560
S -3.51 1.85 3.88  0.217
H -3.21 2.15 1.54  0.246
H -3.97 3.54 2.29  0.249
H -1.45 3.74 3.41  0.245
H -1.97 4.57 1.96  0.250
H 1.06 3.23 3.28  0.258
H 1.54 1.89 2.23  0.277
H -0.79 1.78 4.24  0.251
H 0.78 0.94 4.39  0.263
H -1.86 -0.54 4.61  0.247
H -2.19 -1.62 3.27  0.249
H -4.20 -0.40 3.77  0.250
H -3.64 0.14 2.19  0.252
F -4.46 -1.34 -2.70  -0.306
C -3.20 -1.36 -3.13  0.983
F -3.11 -2.28 -4.10  -0.311
F -2.94 -0.17 -3.70  -0.316
C -2.24 -1.64 -2.01  -0.227
C -1.33 -2.69 -2.09  -0.085
C -0.40 -2.89 -1.06  -0.221
C -0.37 -2.00 -0.02  0.065
N -1.27 -1.00 0.06  -0.521
C -2.21 -0.83 -0.88  0.111
S -3.19 0.55 -0.48  -0.124
H -1.35 -3.34 -2.95  0.250
H 0.31 -3.70 -1.10  0.238
H 0.37 -2.05 0.77  0.234

- Multiplicity: 1
- HOMO energy (spin up / spin down): -10.65 / -10.65 eV
- Lowest unoccupied orbital energy (spin up / spin down): -0.154 / -0.154 hartree
- Max |F|: 1.82 eV Å⁻¹
- Energy relative to the best compared isomer or geometry (same formula, charge and spin): 24.8 kcal per mole
- Net charge: +1
- M: 666.7 g mol⁻¹

ORCA calculation (ωB97M-V/def2-TZVPD) on a 16-piece molecular cluster, H30O19S overall in a non-equilibrium geometry.

Last column: natural (NBO) charge in e.
Cartesian coordinates (Å):
S 0.38 -0.08 0.18  2.633
O -0.69 0.35 -0.68  -1.159
O 1.53 0.77 -0.02  -1.168
O -0.08 0.12 1.54  -1.149
O 0.80 -1.45 -0.12  -1.144
O 4.30 0.60 -3.33  -0.964
H 3.90 0.69 -2.46  0.492
H 4.20 -0.32 -3.55  0.470
O 1.69 -5.01 2.05  -0.965
H 1.16 -4.73 2.80  0.472
H 1.57 -4.32 1.40  0.492
O -2.05 -2.28 4.60  -0.959
H -2.62 -1.69 5.09  0.464
H -1.66 -1.72 3.92  0.494
O 2.03 4.99 0.30  -0.947
H 2.02 4.08 0.00  0.495
H 1.83 5.50 -0.48  0.451
O 2.04 0.15 5.28  -0.954
H 1.70 0.24 4.39  0.496
H 2.44 1.00 5.47  0.457
O 4.13 -3.65 -2.50  -0.950
H 3.44 -3.33 -1.92  0.490
H 3.90 -4.55 -2.69  0.460
O -1.79 -6.23 -1.05  -0.945
H -1.74 -5.39 -1.49  0.483
H -1.01 -6.70 -1.33  0.462
O -0.48 -3.22 -3.49  -0.976
H -0.10 -3.03 -2.63  0.494
H -0.58 -2.37 -3.90  0.480
O -3.77 1.38 4.67  -0.958
H -2.92 1.69 4.36  0.489
H -4.39 1.65 3.99  0.468
O -1.06 3.73 3.25  -0.973
H -1.27 3.99 2.35  0.483
H -0.52 2.94 3.16  0.490
O 5.52 1.66 1.87  -0.955
H 4.80 1.44 1.28  0.492
H 5.67 0.86 2.37  0.463
O -4.98 0.01 -0.59  -0.960
H -4.05 0.21 -0.73  0.493
H -4.98 -0.88 -0.25  0.466
O -4.07 2.76 -5.35  -0.942
H -3.46 2.50 -4.66  0.482
H -4.37 3.63 -5.09  0.460
O -0.57 0.53 -4.85  -0.961
H 0.08 1.15 -5.18  0.463
H -0.55 0.65 -3.90  0.497
O -2.09 4.02 -0.50  -0.963
H -1.84 3.12 -0.69  0.502
H -1.42 4.55 -0.92  0.459

- Multiplicity: 1
- HOMO energy: -1.30 eV
- Lowest unoccupied orbital energy: 0.154 hartree
- Max |F|: 4.22 eV Å⁻¹
- Energy relative to the best compared isomer or geometry (same formula, charge and spin): 105.0 kcal per mole
- Net charge: -2
- M: 366.3 g mol⁻¹

ORCA calculation (ωB97M-V/def2-TZVPD) on a 3-piece molecular cluster, C37H80Br2F4N9O9P2S overall in a non-equilibrium geometry.

Last column: Löwdin charge in e.
Cartesian coordinates (Å):
C 1.31 5.90 2.29  -0.150
C 0.80 4.91 3.50  -0.249
C -0.80 5.18 3.83  -0.202
C -1.76 3.87 3.40  -0.184
C -2.60 4.20 2.00  -0.140
C -2.76 2.80 1.18  -0.230
N -1.50 2.03 0.75  0.017
C -0.37 2.82 0.14  -0.148
O 0.43 1.95 -0.73  -0.212
C 1.45 2.68 -1.49  -0.149
C 2.71 3.26 -0.58  -0.165
O 4.00 3.23 -1.30  -0.191
C 4.68 1.93 -1.16  -0.167
C 6.31 2.13 -1.46  -0.147
O 6.93 2.62 -0.22  -0.207
C 7.70 1.57 0.45  -0.243
C 6.80 0.67 1.51  -0.111
C -2.10 0.87 0.00  -0.021
N -1.57 -0.40 -0.08  0.186
C -0.32 -0.92 0.58  -0.131
O 0.35 -2.03 -0.16  -0.183
C 1.65 -2.37 0.44  -0.196
C 2.93 -2.24 -0.61  -0.199
C 2.70 -1.02 -1.70  -0.139
N -3.40 1.44 -0.60  -0.013
C -3.34 1.33 -2.07  -0.577
Br -2.35 2.57 -3.36  0.680
C -3.99 0.17 -2.80  -0.553
C -4.80 -1.06 -2.06  -0.127
Br -3.86 -0.01 -4.83  0.675
C -4.04 2.61 0.11  -0.317
C -5.23 2.29 1.19  -0.062
C -6.77 2.39 0.76  -0.225
O -7.28 3.70 0.32  -0.066
C -7.32 1.31 -0.35  -0.189
F -8.78 1.64 -0.59  0.011
F -7.31 -0.04 0.26  0.020
F -6.68 1.44 -1.67  0.039
S -4.21 4.28 -0.70  0.922
O -2.88 4.95 -1.13  -0.354
O -5.07 4.17 -2.03  -0.324
F -4.95 5.49 0.32  -0.228
H 2.29 5.52 1.74  0.069
H 1.57 6.95 2.79  0.095
H 0.51 6.10 1.45  0.070
H 0.98 3.77 3.29  0.090
H 1.41 5.24 4.47  0.117
H -1.19 6.14 3.27  0.119
H -0.91 5.33 4.99  0.111
H -2.53 3.70 4.29  0.119
H -1.09 2.89 3.31  0.110
H -3.66 4.59 2.37  0.131
H -1.96 5.01 1.44  0.116
H -3.12 2.06 2.05  0.152
H 0.25 3.26 1.06  0.145
H -0.68 3.75 -0.50  0.144
H 1.94 1.89 -2.23  0.139
H 0.98 3.51 -2.20  0.146
H 2.46 4.39 -0.32  0.129
H 2.75 2.65 0.43  0.136
H 4.29 1.24 -2.04  0.108
H 4.50 1.42 -0.10  0.127
H 6.70 1.07 -1.81  0.134
H 6.38 2.87 -2.38  0.145
H 8.24 0.82 -0.28  0.126
H 8.55 2.09 1.10  0.136
H 6.13 -0.13 0.99  0.059
H 7.57 0.09 2.21  0.084
H 6.15 1.35 2.24  0.088
H -2.12 -1.08 -0.67  0.183
H 0.50 -0.13 0.84  0.147
H -0.65 -1.41 1.62  0.173
H 1.66 -3.47 0.86  0.139
H 1.95 -1.67 1.36  0.136
H 3.93 -1.97 -0.03  0.118
H 3.15 -3.24 -1.19  0.113
H 3.69 -0.91 -2.34  0.086
H 2.59 -0.03 -1.06  0.055
H 1.75 -1.21 -2.38  0.097
H -5.67 -1.47 -2.75  0.099
H -5.23 -0.66 -1.05  0.062
H -4.05 -1.95 -1.84  0.096
H -5.04 1.17 1.58  0.164
H -5.10 2.95 2.18  0.155
H -7.40 2.15 1.74  0.190
H -7.68 4.21 1.10  0.153
O -7.27 -3.59 -5.58  -0.310
P -8.31 -2.45 -5.45  0.742
N -9.53 -3.42 -6.12  -0.358
C -10.27 -3.23 -7.34  -0.128
C -10.00 -4.56 -5.34  -0.134
N -7.58 -1.51 -6.70  -0.318
C -8.22 -1.04 -7.91  -0.140
C -6.16 -1.76 -7.00  -0.173
N -9.50 -1.14 -5.31  -0.269
C -8.89 0.01 -4.59  -0.145
C -10.75 -1.41 -4.58  -0.125
H -10.66 -2.21 -7.44  0.063
H -11.16 -3.87 -7.41  0.084
H -9.66 -3.47 -8.21  0.077
H -10.68 -4.24 -4.55  0.060
H -9.16 -5.08 -4.86  0.068
H -10.52 -5.31 -5.95  0.083
H -8.29 -1.82 -8.67  0.076
H -7.66 -0.21 -8.36  0.080
H -9.22 -0.63 -7.73  0.069
H -6.04 -2.67 -7.61  0.087
H -5.58 -1.87 -6.08  0.004
H -5.71 -0.93 -7.54  0.072
H -8.62 -0.27 -3.56  0.068
H -9.56 0.87 -4.57  0.086
H -7.97 0.36 -5.08  0.072
H -10.56 -1.84 -3.59  0.087
H -11.42 -2.08 -5.13  0.075
H -11.34 -0.49 -4.45  0.089
O 9.28 -2.37 3.35  -0.326
P 9.78 -3.42 4.38  0.753
N 8.25 -3.52 5.09  -0.359
C 7.85 -3.19 6.45  -0.132
C 7.17 -4.11 4.31  -0.139
N 10.74 -2.27 5.24  -0.323
C 10.63 -1.95 6.65  -0.143
C 11.15 -1.06 4.52  -0.144
N 10.35 -4.62 5.55  -0.272
C 11.75 -4.99 5.22  -0.143
C 9.63 -5.90 5.64  -0.128
H 8.52 -3.62 7.19  0.063
H 6.86 -3.58 6.70  0.080
H 7.80 -2.11 6.58  0.074
H 7.24 -5.21 4.31  0.060
H 7.20 -3.78 3.27  0.065
H 6.17 -3.85 4.69  0.077
H 9.80 -1.27 6.85  0.073
H 11.54 -1.46 7.01  0.080
H 10.53 -2.83 7.28  0.068
H 10.33 -0.33 4.46  0.079
H 11.49 -1.30 3.50  0.072
H 12.00 -0.57 5.01  0.078
H 11.81 -5.48 4.24  0.081
H 12.17 -5.66 5.98  0.084
H 12.41 -4.12 5.20  0.074
H 9.52 -6.37 4.66  0.088
H 8.64 -5.79 6.09  0.073
H 10.16 -6.60 6.30  0.089

- Multiplicity: 1
- HOMO energy: -9.10 eV
- Lowest unoccupied orbital energy: -0.163 hartree
- Max |F|: 10.59 eV Å⁻¹
- Net charge: +1
- M: 1124.9 g mol⁻¹

ORCA calculation (ωB97M-V/def2-TZVPD) on one molecule with the formula C23H24N2O5S in a non-equilibrium geometry.

Last column: natural (NBO) charge in e.
Cartesian coordinates (Å):
C 2.47 3.57 -2.45  -0.262
H 3.49 3.68 -2.82  0.199
H 2.12 4.54 -2.08  0.195
H 1.81 3.21 -3.23  0.197
O 2.42 2.61 -1.40  -0.512
C 3.30 2.78 -0.40  0.789
O 4.11 3.66 -0.37  -0.591
C 3.14 1.72 0.68  -0.168
N 2.10 0.77 0.38  -0.616
C 0.96 0.71 1.12  0.677
O 0.78 1.40 2.10  -0.617
C -0.04 -0.27 0.61  -0.248
C -1.34 0.14 0.59  0.109
N -2.35 -0.61 0.08  -0.434
C -2.14 -1.87 -0.48  0.657
O -3.05 -2.51 -0.97  -0.603
C -0.76 -2.36 -0.40  -0.182
C -0.50 -3.66 -0.86  -0.136
C 0.76 -4.20 -0.76  -0.228
C 1.78 -3.46 -0.17  -0.179
C 1.55 -2.18 0.28  -0.247
C 0.28 -1.59 0.15  0.074
H 2.34 -1.63 0.76  0.221
H 2.76 -3.90 -0.06  0.214
H 0.95 -5.20 -1.11  0.219
H -1.33 -4.22 -1.28  0.241
C -3.67 -0.09 0.14  0.175
C -4.16 0.39 1.36  -0.228
C -5.43 0.90 1.43  -0.239
C -6.26 0.92 0.31  0.308
C -5.77 0.43 -0.90  -0.304
C -4.48 -0.07 -0.98  -0.175
H -4.12 -0.45 -1.92  0.232
H -6.38 0.43 -1.79  0.223
O -7.50 1.43 0.50  -0.488
C -8.39 1.46 -0.59  -0.253
H -9.32 1.89 -0.21  0.202
H -8.01 2.09 -1.41  0.176
H -8.60 0.46 -0.97  0.178
H -5.83 1.27 2.37  0.227
H -3.53 0.36 2.24  0.225
H -1.61 1.11 0.96  0.236
H 2.11 0.33 -0.53  0.409
C 4.50 1.03 0.93  -0.405
C 5.02 0.32 -0.32  -0.536
H 4.29 -0.39 -0.72  0.203
H 5.28 1.04 -1.09  0.230
S 6.55 -0.62 0.02  0.194
C 5.83 -2.09 0.80  -0.740
H 6.66 -2.76 1.01  0.235
H 5.34 -1.83 1.73  0.211
H 5.14 -2.57 0.12  0.207
H 4.37 0.31 1.74  0.213
H 5.22 1.78 1.24  0.237
H 2.83 2.23 1.60  0.276

- Multiplicity: 1
- HOMO energy: -8.15 eV
- Lowest unoccupied orbital energy: 0.012 hartree
- Max |F|: 1.09 eV Å⁻¹
- Energy relative to the best compared isomer or geometry (same formula, charge and spin): 5.5 kcal per mole
- SMILES string: COC(=O)[C@H](CCSC)NC(=O)c1cn(-c2ccc(OC)cc2)c(=O)c2ccccc12
- Net charge: 0
- M: 440.5 g mol⁻¹

Q: The lowest net charge belongs to which entry?
A: H30O19S